Record 1
A structure of composition C32H22BrN5O3SeSn at a distorted geometry, computed with the ωB97M-V functional and the def2-TZVPD basis.

XYZ file:
```
65
Properties=species:S:1:pos:R:3:forces:R:3:mulliken_charge:R:1
Sn 0.109202 1.462480 -0.935429 -0.4 0.1 -0.2 1.18
N -1.104898 3.203280 1.173471 0.2 -0.1 0.2 -0.30
C -1.722698 4.359580 0.558171 0.0 0.3 -0.4 -0.47
C -1.339998 4.511580 -0.946529 -0.5 0.3 0.9 0.45
O -1.912698 5.403880 -1.559329 -0.2 0.4 -0.2 -0.73
O -0.459498 3.731680 -1.401429 1.0 -1.0 -0.2 -0.65
H -1.397798 3.114980 2.143071 0.1 -0.2 -0.2 0.15
H -0.098498 3.328780 1.173771 0.1 0.0 0.2 0.22
H -1.454998 5.311480 1.047171 -0.1 -0.1 -0.1 0.25
H -2.809798 4.256080 0.604771 0.1 0.0 0.0 0.30
Br -5.316198 1.599880 6.235371 0.1 -0.1 0.0 -0.24
C -3.771698 0.477180 6.157071 -0.2 0.1 0.0 0.15
C -3.913798 -0.887020 6.351371 -0.2 0.2 -0.1 -0.45
C -2.803998 -1.699120 6.283771 0.6 0.0 -0.2 -0.29
C -1.533698 -1.169720 5.990471 -1.1 1.2 -0.2 0.11
C -1.428698 0.223880 5.807371 0.2 -0.4 0.0 0.02
C -2.531898 1.039980 5.898271 -0.3 0.0 0.0 -0.59
N -0.431198 -1.958820 6.124471 0.9 -1.3 0.7 -0.63
N 0.646802 -1.900420 5.473371 0.2 -0.4 0.6 -0.53
C 0.791702 -1.344720 4.252171 0.2 0.6 -0.9 0.03
C 2.077402 -0.851120 3.966171 -0.5 0.0 0.2 -0.38
C 2.314302 -0.006520 2.915071 0.2 0.2 -0.3 -0.90
C 1.293502 0.390880 2.008571 0.2 0.0 0.4 0.64
O 1.484202 1.269580 1.129871 -0.1 0.3 -0.8 -0.72
C 0.013102 -0.290820 2.159871 -0.2 -0.5 0.5 0.21
N -0.895198 -0.087920 1.203171 -0.1 0.1 -0.2 0.16
C -2.030498 -0.740020 1.229171 0.0 0.1 -0.2 -0.62
C -2.321098 -1.697920 2.203471 0.2 -0.1 0.3 -0.95
C -1.407198 -1.917120 3.204171 -0.2 0.0 -0.2 -0.35
C -0.221698 -1.163720 3.245771 0.1 0.0 -0.1 0.63
H -4.889398 -1.312420 6.543971 0.0 0.0 0.0 0.39
H -2.900198 -2.766020 6.427271 0.0 -0.1 0.1 0.43
H -0.458898 0.654780 5.602571 0.1 0.0 0.0 0.34
H -2.432998 2.105180 5.747271 0.0 0.1 0.0 0.40
H 2.859802 -1.067320 4.680371 0.1 -0.1 0.1 0.39
H 3.296002 0.418580 2.762571 0.1 0.0 0.0 0.40
H -2.718498 -0.536920 0.419871 0.0 0.0 -0.1 0.51
H -3.239098 -2.264520 2.155071 0.0 -0.1 -0.1 0.41
H -1.575198 -2.695220 3.935471 0.0 0.0 0.1 0.62
N 8.085902 0.703880 -7.330429 0.0 0.0 0.0 -0.59
C 7.210602 0.909380 -6.610329 0.9 -0.2 -0.8 0.16
C 6.157902 1.141680 -5.713229 -0.9 0.2 0.8 0.55
C 6.441702 1.489880 -4.385829 0.1 -0.1 -0.3 -0.48
C 5.419302 1.669280 -3.486329 -0.2 0.0 0.1 -0.54
C 4.081002 1.501280 -3.876029 0.3 -0.1 -0.4 0.16
C 3.806302 1.205080 -5.221529 -0.1 0.0 0.2 -0.59
C 4.823602 1.020180 -6.125229 0.4 0.0 -0.1 -0.49
C 3.028502 1.598080 -2.946329 -0.8 0.2 0.8 -0.68
C 2.108602 1.659280 -2.140129 0.3 0.2 0.0 0.08
H 7.472502 1.608680 -4.078129 0.0 0.0 0.0 0.41
H 5.632602 1.934680 -2.461829 0.0 0.0 0.1 0.46
H 2.775402 1.114080 -5.529129 -0.1 -0.1 0.0 0.47
H 4.602602 0.775080 -7.156129 0.0 0.0 0.0 0.42
Se -0.939098 -1.899520 -1.979629 0.1 0.2 0.3 -0.59
C -1.706998 -2.652220 -3.532729 0.4 0.3 0.7 0.05
C -2.749998 -2.021420 -4.206029 -0.1 0.0 -0.1 -0.35
C -3.346898 -2.628620 -5.291029 -0.2 0.0 -0.2 -0.34
C -2.916198 -3.870420 -5.731529 -0.1 -0.2 -0.3 -0.47
C -1.864698 -4.493120 -5.074729 0.0 -0.2 -0.2 -0.36
C -1.264498 -3.890320 -3.990929 0.0 -0.2 -0.1 -0.49
H -3.089898 -1.054220 -3.863529 0.0 0.0 0.1 0.36
H -4.170498 -2.132620 -5.791129 0.0 0.0 -0.1 0.32
H -3.395298 -4.352020 -6.575529 0.0 0.0 0.0 0.33
H -1.518198 -5.467320 -5.400829 0.0 0.0 -0.1 0.31
H -0.448198 -4.375020 -3.472929 0.0 0.0 0.0 0.32
```
Forces are in eV/Å.

The total charge is -2. For the HOMO energy, the calculation gives -1.5 eV. The calculation puts the gap between HOMO and LUMO at 5.075 eV. For the total energy, the calculation gives -6921.87102 Eh.


Record 2
A structure of composition C24H26LaN4O6 at a distorted geometry, computed with the ωB97M-V functional and the def2-TZVPD basis.

XYZ file:
```
61
Properties=species:S:1:pos:R:3:forces:R:3:mulliken_charge:R:1
La 0.127752 0.748795 -0.373365 0.6 -1.3 1.2 1.33
C 1.571986 -1.319332 -3.070166 0.0 0.0 -0.1 -1.29
N 1.325130 -1.625761 -1.665663 -0.1 0.1 -0.2 1.18
C 2.585513 -1.923818 -0.983598 0.1 0.1 0.1 -1.25
C 0.408311 -2.720542 -1.452419 -0.2 0.0 0.4 0.15
C 0.310286 -3.805540 -2.303675 0.0 -0.1 0.0 -0.46
C -0.504258 -4.886171 -1.993849 0.0 -0.1 -0.1 -0.85
C -1.225816 -4.876102 -0.811687 0.0 -0.2 -0.1 -0.82
C -1.160534 -3.792957 0.037186 0.1 0.1 0.0 -0.22
C -0.348364 -2.682038 -0.255172 -0.1 -0.4 -0.3 -0.53
N -0.334838 -1.555057 0.513922 0.2 0.1 -0.1 0.66
C -0.447243 -1.644485 1.874237 0.1 0.0 0.5 0.15
C 0.144169 -2.675498 2.620924 -0.1 0.1 -0.1 -0.47
C 0.181880 -2.631176 3.999081 0.0 0.0 0.2 -0.80
C -0.373594 -1.561789 4.678222 0.0 0.0 0.2 -0.80
C -1.004029 -0.548697 3.966039 -0.1 0.0 0.1 -0.28
C -1.067590 -0.579549 2.584606 0.2 -0.3 -0.2 -0.24
N -1.696105 0.439251 1.790238 -0.1 0.0 0.2 1.10
C -2.035483 1.650781 2.526282 -0.1 0.1 -0.1 -1.48
C -2.894521 -0.083453 1.118582 -0.1 -0.1 0.0 -1.16
H 2.126786 -2.116211 -3.588477 0.0 0.0 0.0 0.35
H 2.159528 -0.402212 -3.129012 0.0 0.0 0.0 0.24
H 0.617872 -1.161544 -3.571893 0.0 0.0 -0.1 0.44
H 3.070521 -2.810596 -1.419869 0.0 0.1 0.0 0.32
H 2.395588 -2.114478 0.072028 0.0 0.0 0.0 0.25
H 3.261976 -1.072155 -1.067490 0.0 0.0 0.0 0.36
H 0.882791 -3.834338 -3.220666 0.0 0.1 0.0 0.29
H -0.558445 -5.730922 -2.665909 0.0 0.0 -0.1 0.39
H -1.856028 -5.718261 -0.556440 -0.1 0.0 0.0 0.39
H -1.747669 -3.786232 0.945828 0.0 0.0 0.0 0.47
H 0.623375 -3.489078 2.094363 0.0 0.0 -0.1 0.46
H 0.668826 -3.425891 4.547223 0.1 -0.1 0.0 0.39
H -0.314122 -1.504021 5.757144 0.0 0.0 0.0 0.39
H -1.445575 0.269111 4.517935 0.0 0.0 0.0 0.42
H -2.862290 1.484510 3.235778 0.1 0.0 0.0 0.36
H -2.334668 2.421811 1.816633 0.0 -0.1 0.0 0.25
H -1.158553 2.009369 3.064087 0.0 0.0 0.0 0.40
H -3.683686 -0.308259 1.855153 0.1 0.1 -0.1 0.30
H -2.650548 -0.998619 0.576527 0.0 0.1 0.0 0.24
H -3.272593 0.658028 0.410256 0.0 0.0 0.0 0.37
O -1.775819 5.526855 -3.828296 -0.2 -0.8 0.7 -0.64
C -1.834979 4.580850 -3.058193 0.1 1.2 -0.9 0.54
C -1.691950 4.642659 -1.562751 -0.2 0.8 0.8 0.06
O -1.860641 5.628783 -0.849630 0.3 -0.7 -0.5 -0.68
C -1.305739 3.291526 -1.168306 0.0 -0.4 -0.7 0.75
C -1.480460 2.397561 -2.265199 0.0 1.0 0.3 0.71
O -1.207047 1.144417 -2.174611 -0.7 -0.1 -0.8 -0.73
C -1.966249 3.131163 -3.431599 -0.5 -0.7 -0.8 0.06
O -2.394030 2.687406 -4.492596 0.4 0.3 0.7 -0.68
O -0.844432 2.896092 -0.036684 -0.4 0.6 0.2 -0.79
N 3.267191 3.503870 1.643941 0.0 0.1 0.3 -0.41
C 2.425193 2.757116 0.892368 0.6 0.5 -0.1 0.53
O 1.790934 1.836846 1.401558 -0.4 -0.4 0.0 -0.59
C 2.377913 3.112584 -0.567588 0.0 -0.2 -0.4 -0.52
C 2.140389 1.860173 -1.437564 1.0 0.5 -0.3 -1.46
H 3.271455 3.378597 2.642572 -0.1 0.0 0.0 0.26
H 3.702526 4.325884 1.261168 -0.1 -0.1 0.0 0.20
H 3.298922 3.659356 -0.830633 -0.2 0.1 0.2 0.45
H 1.539176 3.810459 -0.678289 0.0 0.0 0.0 0.20
H 3.104137 1.315866 -1.467474 -0.2 0.0 -0.1 0.36
H 1.957774 2.215063 -2.465118 0.0 -0.1 0.1 0.40
```
Forces are in eV/Å.

The total charge is -1. For the HOMO energy, the calculation gives -4.5 eV. The calculation puts the gap between HOMO and LUMO at 6.791 eV. For the total energy, the calculation gives -1632.38393 Eh.